No. 1
C3H4N2O | wB97M-V/def2-TZVPD

lowest unoccupied orbital energy: 0.835 eV
multiplicity: 1
E_HOMO: -10.10 eV
SMILES: Cc1cnno1

```
10
Properties=species:S:1:pos:R:3:forces:R:3
C -1.389925 -0.395905 0.028107 0.0 0.0 0.0
C 0.069130 -0.120048 0.007225 0.1 0.2 0.0
C 0.841941 0.912658 -0.413395 -0.2 -0.1 0.0
N 2.127272 0.635603 -0.019079 0.0 -0.3 0.1
N 2.169507 -0.466566 0.579734 0.2 0.3 -0.2
O 0.872389 -0.991236 0.621868 -0.2 0.0 0.0
H -1.594048 -1.450421 -0.172158 0.0 0.1 0.0
H -1.914964 0.222428 -0.702120 0.1 -0.1 0.1
H -1.768481 -0.156776 1.026214 -0.1 -0.1 -0.1
H 0.587181 1.810266 -0.956395 0.0 -0.2 0.1
```
Positions in Å, forces in eV/Å.

No. 2
C3H4N2O | wB97M-V/def2-TZVPD

lowest unoccupied orbital energy: 0.821 eV
multiplicity: 1
E_HOMO: -8.17 eV
SMILES: NC1=CN1C=O

```
10
Properties=species:S:1:pos:R:3:forces:R:3
N -0.980743 1.131941 -0.843277 0.0 -0.1 0.1
C -0.397756 -0.051335 -0.621122 0.0 -0.1 -0.1
C 0.122316 -1.213694 -0.877406 -0.1 0.1 -0.2
N -0.205917 -0.835713 0.572095 0.0 0.1 0.2
C 0.794390 -0.365675 1.426388 0.1 0.3 0.1
O 1.100685 0.803117 1.522001 -0.1 -0.4 0.0
H -0.796366 1.854742 -0.162517 -0.1 -0.1 -0.1
H -1.206655 1.414065 -1.782201 0.2 0.0 0.0
H 0.093183 -2.156904 -1.393862 0.0 0.2 0.1
H 1.202895 -1.146849 2.090245 0.0 0.1 -0.1
```
Positions in Å, forces in eV/Å.

No. 3
C3H4N2O | wB97M-V/def2-TZVPD

lowest unoccupied orbital energy: 0.276 eV
multiplicity: 1
E_HOMO: -8.39 eV

```
10
Properties=species:S:1:pos:R:3:forces:R:3
O 2.272140 0.189698 -0.008185 -1.1 -1.7 0.5
C 0.757256 -0.019569 0.013956 4.2 1.1 0.4
N 0.154737 -1.091975 0.071192 -0.3 -3.6 0.2
N -1.200166 -0.909106 0.103069 -0.6 1.8 0.0
C -1.686080 0.313573 0.096291 0.5 -0.8 0.2
C 0.691177 1.260233 -0.174687 -2.5 2.5 -1.2
H 2.630284 -0.419249 -0.677544 -0.2 0.4 -0.1
H -1.691996 -1.799274 0.137958 -0.1 0.3 0.0
H -2.784089 0.281513 0.124260 0.1 0.0 -0.1
H 0.856739 2.194154 0.313686 0.0 0.0 0.3
```
Positions in Å, forces in eV/Å.

No. 4
C3H4N2O | wB97M-V/def2-TZVPD

lowest unoccupied orbital energy: 0.558 eV
multiplicity: 1
E_HOMO: -9.99 eV
SMILES: [H]/N=C/[C@H]1N=C1O

```
10
Properties=species:S:1:pos:R:3:forces:R:3
H 0.995002 2.296940 -1.572757 0.0 0.1 0.1
N 0.961040 1.586288 -0.842839 -0.4 -0.2 -0.2
C 0.116603 0.690192 -1.147451 0.2 0.2 0.2
C -0.031653 -0.531204 -0.303579 0.1 -0.1 -0.3
N 0.906789 -0.621265 0.931162 -0.5 -0.3 0.1
C -0.330823 -0.621674 1.092947 0.6 -0.2 -0.1
O -1.246627 -0.875302 2.012982 0.1 0.2 0.0
H -0.467417 0.686509 -2.077125 0.0 0.1 0.1
H -0.139853 -1.444698 -0.897839 0.1 0.1 0.0
H -0.763061 -1.165787 2.804500 -0.2 0.1 0.0
```
Positions in Å, forces in eV/Å.